This record from the OMol25 dataset describes 6 unconnected molecules or ions with the total composition C14H34Br8O8P2 at a distorted geometry. The level of theory is ωB97M-V/def2-TZVPD.

Cartesian coordinates (Å):
C (-1.998164, 3.617564, -2.932922)
O (-2.924457, 2.826252, -3.773369)
P (-3.177549, 1.339021, -3.358942)
O (-3.713337, 1.151221, -1.986164)
O (-4.213478, 0.856052, -4.470576)
C (-3.857650, 0.905532, -5.903041)
O (-1.812895, 0.648180, -3.646107)
C (-1.658960, -0.816734, -3.366478)
H (-1.780041, 3.091164, -2.002052)
H (-2.498644, 4.574294, -2.840358)
H (-1.094904, 3.798220, -3.496592)
H (-3.393370, 1.864222, -6.185603)
H (-4.789618, 0.817603, -6.471331)
H (-3.228454, 0.057202, -6.199063)
H (-0.772654, -0.925432, -2.755736)
H (-1.445385, -1.314962, -4.298486)
H (-2.562948, -1.211175, -2.921966)
C (1.135262, -3.603072, -0.117436)
O (1.963666, -4.216788, 0.856719)
P (2.111962, -5.831492, 0.884220)
O (2.954203, -6.323948, 1.978023)
O (2.549458, -6.214062, -0.542213)
C (4.061007, -5.886157, -0.890318)
O (0.651550, -6.428172, 0.841896)
C (-0.318322, -6.334960, 1.915803)
H (1.739046, -2.983080, -0.763689)
H (0.458420, -2.886531, 0.355863)
H (0.613437, -4.442373, -0.587578)
H (4.663264, -6.489531, -0.227769)
H (4.329898, -4.850027, -0.714171)
H (4.015419, -6.222885, -1.928346)
H (-0.920784, -5.405969, 1.839832)
H (0.097938, -6.267520, 2.896694)
H (-0.996094, -7.164256, 1.815441)
Br (0.168985, 5.455374, 6.790675)
C (-0.245974, 4.565522, 5.187440)
C (0.872441, 3.528474, 4.925271)
Br (0.305915, 2.475090, 3.428749)
H (-0.277216, 5.261573, 4.351401)
H (-1.197338, 4.020208, 5.275305)
H (1.021095, 2.884226, 5.776095)
H (1.848510, 3.918377, 4.665999)
Br (1.332345, 1.712387, -1.684860)
C (0.633553, 1.284134, 0.067894)
C (-0.106930, -0.055945, 0.037504)
Br (-0.641187, -0.673887, 1.814579)
H (-0.065463, 2.083781, 0.317131)
H (1.460136, 1.214866, 0.740371)
H (0.438266, -0.821757, -0.490206)
H (-1.025297, 0.082717, -0.544184)
Br (4.072802, -0.261537, 0.686436)
C (5.214980, 1.252706, 1.051519)
C (4.802451, 2.407962, 0.127763)
Br (5.870081, 3.932143, 0.403928)
H (6.246890, 0.944936, 0.899605)
H (5.134869, 1.476192, 2.111718)
H (3.772105, 2.643467, 0.395111)
H (4.910808, 2.127419, -0.900569)
Br (-2.688523, 4.302846, 1.121099)
C (-3.378806, 2.541143, 0.999740)
C (-3.731403, 1.894583, 2.302393)
Br (-5.317577, 2.712429, 3.021771)
H (-2.588969, 1.919659, 0.610702)
H (-4.188300, 2.473958, 0.281481)
H (-2.976815, 2.144538, 3.046718)
H (-3.863255, 0.825014, 2.177238)

Atomic forces in eV per Å
C -0.8 -0.3 -0.9
O 1.0 0.6 0.3
P -2.2 0.1 1.1
O 0.6 -0.1 -1.0
O 0.6 0.0 -1.0
C -0.4 0.1 0.3
O 1.2 -2.0 -0.1
C 0.1 1.5 -0.4
H -0.2 0.3 0.0
H 0.0 0.0 0.6
H 0.3 -0.3 -0.1
H 0.0 -0.4 0.4
H 0.1 0.0 0.4
H 0.0 0.2 0.4
H -0.1 0.1 0.4
H -0.2 0.0 -0.4
H 0.0 0.0 0.3
C -0.4 -0.4 0.3
O 0.6 -0.6 1.0
P -0.2 0.6 1.7
O -0.1 0.6 -0.1
O 2.7 0.5 -1.8
C -2.6 -1.1 0.3
O -0.9 0.1 0.4
C -0.3 1.3 -0.8
H 0.3 -0.3 -0.7
H -0.2 -0.5 0.3
H -0.3 0.8 -0.7
H 0.1 -0.4 -0.1
H -0.5 0.2 -0.3
H 0.7 0.4 0.3
H 0.4 -0.4 -0.4
H 0.8 -0.5 0.5
H 0.0 -0.4 0.0
Br 0.1 0.7 0.9
C 0.7 -1.4 -1.1
C -0.5 0.6 0.2
Br 0.0 -0.5 -0.4
H -0.2 0.1 0.2
H 0.3 0.4 0.1
H -0.2 -0.3 0.2
H -0.1 0.5 0.0
Br 0.0 -0.1 -0.1
C -0.9 -0.7 0.1
C -0.7 0.8 -0.8
Br 0.2 0.2 -0.5
H 0.3 0.0 0.2
H 0.5 0.3 0.4
H 0.5 -0.3 0.3
H 0.0 -0.1 0.3
Br -0.1 -0.2 0.0
C 0.6 0.5 -0.2
C -0.7 -1.3 1.2
Br 0.7 0.9 0.3
H -0.1 -0.1 -0.3
H -0.3 0.2 -0.1
H 0.1 0.2 -0.5
H -0.2 -0.2 -0.4
Br 0.1 0.6 0.1
C 0.0 -1.4 -0.4
C 0.3 1.0 0.5
Br -0.6 -0.1 0.3
H 0.5 -0.1 -0.4
H -0.1 0.3 -0.1
H 0.1 -0.5 -0.1
H -0.1 0.0 0.1

Frontier orbital gap (eV): 10.149
HOMO level (hartree): -0.3651
LUMO energy (eV): 0.215
Energy above the lowest of the compared OMol25 structures with the same formula, charge and spin (kJ/mol): 0.0
SMILES string: COP(=O)(OC)OC.COP(=O)(OC)OC.BrCCBr.BrCCBr.BrCCBr.BrCCBr

Atomic partial charges in e from the Löwdin method, atoms 1 to 2: C -0.044; O -0.215